Entry 1
{
  "formula": "C4H12",
  "method": "the ωB97M-V functional and the def2-TZVPD basis",
  "e_homo_ha": -0.41947,
  "total_charge": 0,
  "multiplicity": 1,
  "orbital_gap_ev": 12.5467,
  "smiles": "CC.CC",
  "symbols": ["C", "C", "H", "H", "H", "H", "H", "H", "C", "C", "H", "H", "H", "H", "H", "H"],
  "positions_angstrom": [[-1.740, 2.786, 0.108], [-0.519, 1.786, 0.059], [-1.346, 3.803, 0.135], [-2.250, 2.588, -0.823], [-2.277, 2.686, 1.046], [0.353, 2.239, -0.391], [-0.900, 0.792, -0.163], [-0.389, 1.650, 1.154], [1.828, -2.122, -0.363], [0.369, -2.497, 0.032], [2.539, -2.933, -0.224], [2.008, -1.674, -1.332], [2.093, -1.322, 0.351], [0.037, -3.262, -0.664], [0.331, -2.983, 1.002], [-0.138, -1.536, 0.073]]
}

---

Entry 2
{
  "formula": "C4H12",
  "method": "the ωB97M-V functional and the def2-TZVPD basis",
  "e_homo_ha": -0.41553,
  "total_charge": 0,
  "multiplicity": 1,
  "orbital_gap_ev": 12.4042,
  "smiles": "CC.CC",
  "symbols": ["C", "C", "H", "H", "H", "H", "H", "H", "C", "C", "H", "H", "H", "H", "H", "H"],
  "positions_angstrom": [[1.456, -0.974, -1.922], [1.267, 0.501, -1.495], [2.467, -1.211, -2.170], [1.339, -1.637, -1.092], [0.672, -1.311, -2.719], [1.246, 0.706, -0.344], [0.294, 0.955, -1.757], [1.993, 1.008, -1.984], [-0.831, 0.726, 2.110], [-1.885, -0.214, 1.441], [-0.065, 1.049, 1.408], [-1.327, 1.696, 2.218], [-0.341, 0.086, 2.909], [-2.253, 0.329, 0.445], [-1.298, -1.041, 0.909], [-2.735, -0.666, 2.042]]
}

---

Most stable structure - entry 1; separation to the second - 13.7 kcal/mol.

---

Entry 1
{
  "formula": "C4H12",
  "method": "the ωB97M-V functional and the def2-TZVPD basis",
  "e_homo_ha": -0.42615,
  "total_charge": 0,
  "multiplicity": 1,
  "orbital_gap_ev": 12.7083,
  "smiles": "CC.CC",
  "symbols": ["C", "C", "H", "H", "H", "H", "H", "H", "C", "C", "H", "H", "H", "H", "H", "H"],
  "positions_angstrom": [[-1.565, 1.867, -1.736], [-1.898, 0.891, -0.619], [-2.455, 2.441, -2.012], [-0.785, 2.590, -1.509], [-1.260, 1.353, -2.652], [-1.000, 0.303, -0.442], [-2.797, 0.292, -0.668], [-2.061, 1.450, 0.313], [1.950, -0.903, 0.607], [1.424, -1.836, 1.690], [2.730, -1.386, 0.027], [1.103, -0.710, -0.054], [2.440, -0.036, 1.052], [0.643, -1.432, 2.323], [2.243, -2.047, 2.403], [1.288, -2.836, 1.276]]
}

---

Entry 2
{
  "formula": "C4H12",
  "method": "the ωB97M-V functional and the def2-TZVPD basis",
  "e_homo_ha": -0.42041,
  "total_charge": 0,
  "multiplicity": 1,
  "orbital_gap_ev": 12.6001,
  "smiles": "CC.CC",
  "symbols": ["C", "C", "H", "H", "H", "H", "H", "H", "C", "C", "H", "H", "H", "H", "H", "H"],
  "positions_angstrom": [[1.270, -1.748, -0.100], [0.330, -2.969, 0.152], [2.317, -2.069, -0.151], [1.078, -1.383, -1.061], [1.239, -1.075, 0.718], [-0.684, -2.777, 0.414], [0.683, -3.522, 1.045], [0.250, -3.514, -0.779], [-0.807, 1.705, 0.359], [-0.814, 3.029, -0.439], [-0.948, 1.896, 1.396], [-1.615, 1.119, -0.097], [0.154, 1.240, 0.228], [-0.084, 2.924, -1.201], [-0.546, 3.919, 0.229], [-1.824, 3.225, -0.714]]
}

---

Most stable structure - entry 1; separation to the second - 6.4 kcal/mol.

---

Entry 1
{
  "formula": "C4H12",
  "method": "the ωB97M-V functional and the def2-TZVPD basis",
  "e_homo_ha": -0.40967,
  "total_charge": 0,
  "multiplicity": 1,
  "orbital_gap_ev": 12.3388,
  "smiles": "CC.CC",
  "symbols": ["C", "C", "H", "H", "H", "H", "H", "H", "C", "C", "H", "H", "H", "H", "H", "H"],
  "positions_angstrom": [[-1.465, 1.353, -0.983], [-0.082, 1.806, -0.579], [-2.317, 1.745, -0.420], [-1.627, 1.283, -2.057], [-1.634, 0.318, -0.639], [0.406, 1.372, 0.289], [-0.087, 2.883, -0.410], [0.620, 1.584, -1.379], [0.151, -1.985, 0.821], [1.419, -1.123, 0.723], [0.393, -3.018, 0.541], [-0.268, -2.164, 1.810], [-0.570, -1.573, 0.119], [2.250, -1.418, 1.360], [1.196, -0.144, 1.128], [1.615, -0.919, -0.324]]
}

---

Entry 2
{
  "formula": "C4H12",
  "method": "the ωB97M-V functional and the def2-TZVPD basis",
  "e_homo_ha": -0.43314,
  "total_charge": 0,
  "multiplicity": 1,
  "orbital_gap_ev": 12.9277,
  "smiles": "CC.CC",
  "symbols": ["C", "C", "H", "H", "H", "H", "H", "H", "C", "C", "H", "H", "H", "H", "H", "H"],
  "positions_angstrom": [[2.671, 0.607, 0.710], [1.490, 0.753, 1.686], [2.527, -0.236, 0.048], [2.749, 1.486, 0.061], [3.605, 0.522, 1.256], [0.643, 0.163, 1.321], [1.136, 1.776, 1.745], [1.699, 0.393, 2.698], [-2.309, -1.243, -1.658], [-1.850, -0.095, -0.728], [-2.433, -0.826, -2.653], [-1.588, -2.051, -1.666], [-3.292, -1.615, -1.366], [-1.493, 0.730, -1.348], [-1.041, -0.353, -0.050], [-2.651, 0.280, -0.096]]
}

---

Entry 3
{
  "formula": "C4H12",
  "method": "the ωB97M-V functional and the def2-TZVPD basis",
  "e_homo_ha": -0.42008,
  "total_charge": 0,
  "multiplicity": 1,
  "orbital_gap_ev": 12.5578,
  "smiles": "CC.CC",
  "symbols": ["C", "C", "H", "H", "H", "H", "H", "H", "C", "C", "H", "H", "H", "H", "H", "H"],
  "positions_angstrom": [[-0.388, -1.207, -2.229], [0.090, 0.233, -1.849], [-1.466, -1.307, -2.204], [-0.090, -1.377, -3.268], [0.167, -1.977, -1.696], [-0.798, 0.686, -1.414], [0.907, 0.243, -1.146], [0.321, 0.755, -2.770], [0.140, 0.329, 1.305], [0.152, 0.619, 2.813], [-0.849, 0.193, 0.880], [0.476, 1.302, 0.931], [0.831, -0.434, 0.969], [1.186, 0.770, 3.100], [-0.163, -0.237, 3.428], [-0.514, 1.408, 3.152]]
}

---

Entry 4
{
  "formula": "C4H12",
  "method": "the ωB97M-V functional and the def2-TZVPD basis",
  "e_homo_ha": -0.41376,
  "total_charge": 0,
  "multiplicity": 1,
  "orbital_gap_ev": 12.3877,
  "smiles": "CC.CC",
  "symbols": ["C", "C", "H", "H", "H", "H", "H", "H", "C", "C", "H", "H", "H", "H", "H", "H"],
  "positions_angstrom": [[-1.811, -2.239, 0.476], [-0.983, -1.176, -0.232], [-2.887, -2.145, 0.481], [-1.876, -3.189, -0.070], [-1.429, -2.461, 1.449], [-0.222, -1.633, -0.943], [-1.409, -0.328, -0.625], [-0.256, -0.759, 0.509], [1.802, 1.081, -0.150], [0.979, 2.414, -0.136], [2.257, 0.973, -1.185], [2.494, 1.089, 0.686], [1.166, 0.204, 0.098], [1.618, 3.344, 0.052], [0.192, 2.337, 0.677], [0.364, 2.490, -1.090]]
}

---

Most stable structure - entry 2; separation to the second - 5.5 kcal/mol.

---

Entry 1
{
  "formula": "C4H12",
  "method": "the ωB97M-V functional and the def2-TZVPD basis",
  "e_homo_ha": -0.42810,
  "total_charge": 0,
  "multiplicity": 1,
  "orbital_gap_ev": 12.7751,
  "smiles": "CC.CC",
  "symbols": ["C", "C", "H", "H", "H", "H", "H", "H", "C", "C", "H", "H", "H", "H", "H", "H"],
  "positions_angstrom": [[-0.006, 1.964, -1.512], [1.229, 1.626, -0.685], [-0.018, 3.014, -1.821], [-0.103, 1.364, -2.420], [-0.922, 1.907, -0.924], [1.308, 0.544, -0.653], [1.308, 2.103, 0.283], [2.125, 1.941, -1.227], [-1.284, -1.452, 0.918], [0.038, -2.167, 1.298], [-1.034, -0.535, 0.394], [-1.911, -2.128, 0.333], [-1.883, -1.320, 1.828], [0.591, -2.507, 0.415], [-0.135, -2.944, 2.036], [0.698, -1.410, 1.738]]
}

---

Entry 2
{
  "formula": "C4H12",
  "method": "the ωB97M-V functional and the def2-TZVPD basis",
  "e_homo_ha": -0.42323,
  "total_charge": 0,
  "multiplicity": 1,
  "orbital_gap_ev": 12.6794,
  "smiles": "CC.CC",
  "symbols": ["C", "C", "H", "H", "H", "H", "H", "H", "C", "C", "H", "H", "H", "H", "H", "H"],
  "positions_angstrom": [[0.074, 1.076, 1.365], [-1.073, 1.091, 2.383], [0.183, 2.068, 0.931], [1.050, 0.857, 1.809], [-0.103, 0.267, 0.672], [-1.830, 1.847, 2.157], [-0.838, 1.240, 3.433], [-1.610, 0.144, 2.356], [0.855, -0.758, -2.485], [0.203, -1.318, -1.240], [1.430, -1.538, -2.992], [0.167, -0.475, -3.290], [1.479, 0.123, -2.342], [-0.163, -2.314, -1.522], [-0.687, -0.838, -0.849], [0.863, -1.472, -0.388]]
}

---

Entry 3
{
  "formula": "C4H12",
  "method": "the ωB97M-V functional and the def2-TZVPD basis",
  "e_homo_ha": -0.41086,
  "total_charge": 0,
  "multiplicity": 1,
  "orbital_gap_ev": 12.3128,
  "smiles": "CC.CC",
  "symbols": ["C", "C", "H", "H", "H", "H", "H", "H", "C", "C", "H", "H", "H", "H", "H", "H"],
  "positions_angstrom": [[0.831, -2.387, 1.142], [0.279, -1.235, 2.009], [1.739, -2.075, 0.753], [1.125, -3.229, 1.704], [0.047, -2.921, 0.487], [0.998, -0.838, 2.728], [-0.533, -1.861, 2.585], [-0.256, -0.399, 1.461], [-0.418, 1.221, -1.225], [-0.632, 2.531, -2.047], [-1.043, 1.403, -0.393], [-0.588, 0.265, -1.788], [0.526, 1.135, -0.837], [-0.438, 2.236, -3.075], [-0.003, 3.288, -1.659], [-1.635, 2.866, -1.846]]
}

---

Entry 4
{
  "formula": "C4H12",
  "method": "the ωB97M-V functional and the def2-TZVPD basis",
  "e_homo_ha": -0.42161,
  "total_charge": 0,
  "multiplicity": 1,
  "orbital_gap_ev": 12.6419,
  "smiles": "CC.CC",
  "symbols": ["C", "C", "H", "H", "H", "H", "H", "H", "C", "C", "H", "H", "H", "H", "H", "H"],
  "positions_angstrom": [[1.422, 0.156, 0.784], [2.066, -0.854, 1.727], [2.011, 0.952, 0.332], [0.741, -0.272, 0.060], [0.709, 0.706, 1.413], [2.830, -1.439, 1.211], [2.518, -0.380, 2.594], [1.311, -1.585, 2.001], [-2.111, 0.348, -0.582], [-1.365, 0.385, -1.925], [-2.515, 1.351, -0.461], [-2.977, -0.312, -0.642], [-1.457, -0.101, 0.157], [-1.579, -0.477, -2.566], [-1.550, 1.181, -2.605], [-0.297, 0.311, -1.728]]
}

---

Most stable structure - entry 1; separation to the second - 3.9 kcal/mol.

---

Entry 1
{
  "formula": "C4H12",
  "method": "the ωB97M-V functional and the def2-TZVPD basis",
  "e_homo_ha": -0.43079,
  "total_charge": 0,
  "multiplicity": 1,
  "orbital_gap_ev": 12.8240,
  "smiles": "CC.CC",
  "symbols": ["C", "C", "H", "H", "H", "H", "H", "H", "C", "C", "H", "H", "H", "H", "H", "H"],
  "positions_angstrom": [[1.674, 0.889, 1.331], [0.808, 1.597, 2.403], [2.259, 0.144, 1.864], [1.144, 0.521, 0.458], [2.358, 1.628, 0.911], [-0.255, 1.440, 2.217], [1.052, 1.243, 3.399], [0.967, 2.673, 2.354], [-0.856, -1.837, -2.217], [-1.573, -0.644, -1.531], [-0.559, -1.722, -3.254], [-0.080, -2.153, -1.524], [-1.598, -2.642, -2.260], [-1.623, -0.883, -0.474], [-2.591, -0.581, -1.925], [-1.127, 0.325, -1.753]]
}

---

Entry 2
{
  "formula": "C4H12",
  "method": "the ωB97M-V functional and the def2-TZVPD basis",
  "e_homo_ha": -0.41233,
  "total_charge": 0,
  "multiplicity": 1,
  "orbital_gap_ev": 12.3552,
  "smiles": "CC.CC",
  "symbols": ["C", "C", "H", "H", "H", "H", "H", "H", "C", "C", "H", "H", "H", "H", "H", "H"],
  "positions_angstrom": [[-2.282, 0.492, -0.040], [-1.125, 1.177, 0.727], [-3.041, 0.093, 0.627], [-2.893, 1.129, -0.684], [-1.870, -0.336, -0.620], [-0.105, 1.203, 0.399], [-1.139, 0.692, 1.709], [-1.428, 2.212, 0.891], [1.802, -1.150, -1.068], [1.713, -0.493, 0.296], [1.155, -2.039, -1.174], [1.482, -0.493, -1.868], [2.778, -1.636, -1.166], [2.197, 0.487, 0.291], [2.114, -0.969, 1.193], [0.644, -0.371, 0.487]]
}

---

Entry 3
{
  "formula": "C4H12",
  "method": "the ωB97M-V functional and the def2-TZVPD basis",
  "e_homo_ha": -0.42402,
  "total_charge": 0,
  "multiplicity": 1,
  "orbital_gap_ev": 12.6779,
  "smiles": "CC.CC",
  "symbols": ["C", "C", "H", "H", "H", "H", "H", "H", "C", "C", "H", "H", "H", "H", "H", "H"],
  "positions_angstrom": [[-0.248, 0.578, -1.814], [1.193, 0.475, -2.203], [-0.664, -0.430, -1.780], [-0.316, 1.010, -0.817], [-0.795, 1.235, -2.486], [1.783, -0.215, -1.588], [1.378, 0.124, -3.224], [1.747, 1.417, -2.158], [-1.169, -0.838, 2.209], [0.143, -0.183, 1.855], [-1.451, -0.801, 3.263], [-2.054, -0.614, 1.615], [-1.060, -1.914, 2.003], [0.208, -0.051, 0.780], [1.098, -0.637, 2.114], [0.204, 0.842, 2.231]]
}

---

Entry 4
{
  "formula": "C4H12",
  "method": "the ωB97M-V functional and the def2-TZVPD basis",
  "e_homo_ha": -0.43754,
  "total_charge": 0,
  "multiplicity": 1,
  "orbital_gap_ev": 13.0557,
  "smiles": "CC.CC",
  "symbols": ["C", "C", "H", "H", "H", "H", "H", "H", "C", "C", "H", "H", "H", "H", "H", "H"],
  "positions_angstrom": [[-1.807, -1.423, -0.169], [-1.268, -1.535, 1.287], [-1.708, -0.409, -0.558], [-1.204, -2.062, -0.817], [-2.843, -1.756, -0.186], [-0.695, -2.445, 1.441], [-2.127, -1.492, 1.961], [-0.710, -0.638, 1.544], [0.977, 1.168, -0.961], [2.134, 1.774, -0.167], [1.319, 0.434, -1.696], [0.301, 0.682, -0.261], [0.391, 1.912, -1.495], [2.676, 0.974, 0.328], [2.814, 2.331, -0.819], [1.752, 2.483, 0.568]]
}

---

Most stable structure - entry 4; separation to the second - 3.2 kcal/mol.

---

Entry 1
{
  "formula": "C3H5NO",
  "method": "the ωB97M-V functional and the def2-TZVPD basis",
  "e_homo_ha": -0.33080,
  "total_charge": 0,
  "multiplicity": 1,
  "orbital_gap_ev": 9.5308,
  "symbols": ["C", "O", "C", "C", "N", "H", "H", "H", "H", "H"],
  "positions_angstrom": [[0.842, -0.849, -0.174], [0.621, 0.407, -0.712], [-0.645, 0.964, -0.456], [-0.927, 0.666, 0.987], [-0.469, -0.180, 1.681], [1.900, -1.067, -0.266], [0.170, -1.599, -0.627], [0.559, -0.857, 1.302], [-1.442, 0.486, -1.045], [-0.608, 2.030, -0.691]]
}

---

Entry 2
{
  "formula": "C3H5NO",
  "method": "the ωB97M-V functional and the def2-TZVPD basis",
  "e_homo_ha": -0.35152,
  "total_charge": 0,
  "multiplicity": 1,
  "orbital_gap_ev": 10.6302,
  "smiles": "C=C[C@H]1NO1",
  "symbols": ["C", "C", "C", "N", "O", "H", "H", "H", "H", "H"],
  "positions_angstrom": [[-1.268, -0.802, 0.491], [-0.020, -0.546, 0.807], [0.780, 0.516, 0.089], [0.265, 0.742, -1.262], [0.147, 1.671, -0.258], [-1.679, -1.724, 0.754], [-1.648, -0.330, -0.378], [0.609, -1.176, 1.399], [1.735, 0.619, 0.337], [1.078, 1.030, -1.980]]
}

---

Most stable structure - entry 1; separation to the second - 9.9 kcal/mol.